Here is a single C21H23N3O5S molecule from OMol25. Energies are from the ωB97M-V functional and the def2-TZVPD basis.

Results
highest occupied orbital energy = -7.925 eV
charge = 0
max |F| = 0.9 eV Å⁻¹
lowest unoccupied orbital energy = 0.42 eV
HOMO-LUMO gap = 8.35 eV
energy above the lowest of the compared OMol25 structures with the same formula, charge and spin = 54.1 kcal per mole
DFT total energy = -47693.766 eV

Each atom is followed by the atoms it is bonded to, with distances in Å.
Geometry (Å):
1 O -1.9859 -5.1108 -1.3098  C2 1.207
2 C -1.8647 -4.2028 -0.5238  O1 1.207, C3 1.526, N30 1.357
3 C -0.8655 -4.2293 0.6292  C2 1.526, O4 1.415, H31 1.092, H32 1.102
4 O -0.3688 -2.9663 1.0299  C3 1.415, C5 1.361
5 C -1.2756 -1.9520 1.0667  O4 1.361, C6 1.390, C29 1.403
6 C -0.9974 -0.8328 1.8419  C5 1.390, C7 1.385, H33 1.079
7 C -1.8696 0.2424 1.8342  C6 1.385, C8 1.381, H34 1.078
8 C -3.0239 0.1781 1.0790  C7 1.381, S9 1.795, C28 1.381
9 S -4.1151 1.6012 1.0076  C8 1.795, O10 1.441, O11 1.437, C12 1.826
10 O -3.6091 2.5860 1.9297  S9 1.441
11 O -5.4764 1.1680 1.1615  S9 1.437
12 C -3.8897 2.2641 -0.6784  S9 1.826, C13 1.515, H35 1.087, H36 1.086
13 C -2.4085 2.5048 -0.8851  C12 1.515, C14 1.526, H37 1.094, H38 1.091
14 C -1.7334 1.2611 -1.4552  C13 1.526, O15 1.220, N16 1.348
15 O -2.3731 0.3675 -1.9839  C14 1.220
16 N -0.3886 1.2192 -1.3784  C14 1.348, C17 1.449, C27 1.452
17 C 0.4313 2.1930 -0.6873  N16 1.449, C18 1.532, H39 1.093, H40 1.098
18 C 1.9068 1.9975 -1.0485  C17 1.532, N19 1.443, H41 1.091, H42 1.099
19 N 2.3599 0.6703 -0.7103  C18 1.443, C20 1.381, C26 1.447
20 C 3.5133 0.4519 0.0166  N19 1.381, C21 1.399, C25 1.400
21 C 3.6787 -0.7046 0.7868  C20 1.399, C22 1.382, H43 1.078
22 C 4.8496 -0.9255 1.4862  C21 1.382, C23 1.384, H44 1.080
23 C 5.8854 -0.0089 1.4450  C22 1.384, C24 1.384, H45 1.079
24 C 5.7375 1.1336 0.6773  C23 1.384, C25 1.381, H46 1.080
25 C 4.5759 1.3616 -0.0331  C20 1.400, C24 1.381, H47 1.079
26 C 1.3705 -0.3765 -0.8473  N19 1.447, C27 1.521, H48 1.100, H49 1.095
27 C 0.3140 0.0432 -1.8584  N16 1.452, C26 1.521, H50 1.095, H51 1.092
28 C -3.3290 -0.9324 0.3176  C8 1.381, C29 1.386, H52 1.077
29 C -2.4420 -1.9966 0.2888  C5 1.403, C28 1.386, N30 1.392
30 N -2.6437 -3.0923 -0.5454  C2 1.357, C29 1.392, H53 1.012
31 H 0.0019 -4.8266 0.3415  C3 1.092
32 H -1.3624 -4.7228 1.4799  C3 1.102
33 H -0.0951 -0.8214 2.4330  C6 1.079
34 H -1.6810 1.1271 2.4209  C7 1.078
35 H -4.2789 1.5299 -1.3786  C12 1.087
36 H -4.4780 3.1761 -0.7135  C12 1.086
37 H -2.2455 3.3241 -1.5910  C13 1.094
38 H -1.9703 2.7861 0.0735  C13 1.091
39 H 0.1342 3.2056 -0.9724  C17 1.093
40 H 0.3094 2.0854 0.3990  C17 1.098
41 H 2.4875 2.7344 -0.4909  C18 1.091
42 H 2.0441 2.1959 -2.1212  C18 1.099
43 H 2.8890 -1.4355 0.8527  C21 1.078
44 H 4.9483 -1.8251 2.0762  C22 1.080
45 H 6.7960 -0.1846 1.9964  C23 1.079
46 H 6.5407 1.8541 0.6206  C24 1.080
47 H 4.5075 2.2449 -0.6493  C25 1.079
48 H 0.8749 -0.5966 0.1093  C26 1.100
49 H 1.8621 -1.2892 -1.1987  C26 1.095
50 H 0.7788 0.2526 -2.8279  C27 1.095
51 H -0.4253 -0.7480 -1.9956  C27 1.092
52 H -4.2342 -0.9522 -0.2665  C28 1.077
53 H -3.3666 -3.0269 -1.2507  N30 1.012